(1)
Below is C5H10AsF7NO4S as an isolated structure, with properties calculated with ωB97M-V/def2-TZVPD.

Each line ends with the Löwdin charge.
Element x y z (Å)
As 1.48946 -2.15012 -3.52329  0.684
S -2.59593 -0.74377 0.84869  0.562
F 3.18983 -2.50246 -3.47889  -0.274
F -0.20303 -1.77842 -3.56711  -0.269
F 1.20250 -3.36777 -2.32782  -0.262
F -1.45244 -1.04868 1.83475  -0.099
F 1.78433 -0.91764 -4.71549  -0.279
F 1.27471 -3.32326 -4.78535  -0.274
F 1.71337 -0.96234 -2.26204  -0.271
O -3.73828 -1.43178 1.33425  -0.256
O -2.22044 -1.00190 -0.49047  -0.222
O 1.25539 -0.40320 0.72574  -0.010
O 2.06759 -1.65402 2.39528  0.061
N -2.83641 0.88036 1.02512  -0.119
C -2.00473 1.61238 1.98504  -0.220
C 0.01108 1.65030 0.28388  -0.148
C 1.99214 -0.58204 1.82171  -0.359
C 1.33187 0.90105 0.13979  -0.176
C -0.47437 1.70453 1.73630  -0.170
H 1.50353 0.74314 -0.91459  0.106
H 0.21698 2.66082 -0.05537  0.115
H 2.53184 0.28898 2.22329  0.141
H -2.39897 2.62050 2.02966  0.110
H 2.16755 1.45744 0.55444  0.118
H 0.01030 0.97790 2.37405  0.089
H -0.17968 2.67527 2.12396  0.107
H -0.67418 1.17497 -0.40745  0.099
H -2.15063 1.20631 2.97697  0.112
H -2.81341 1.31345 0.11496  0.105

Output
- net charge = -1
- Kohn-Sham gap (eV) = 10.59

---

(2)
Below is a 2-piece molecular cluster, C8H10BrClN3S overall, with properties calculated with ωB97M-V/def2-TZVPD.

Each line ends with the Löwdin charge.
Element x y z (Å)
Br 0.74474 2.84736 0.54235  0.389
Cl 3.05543 -0.75090 0.99875  0.645
S 4.06376 0.22752 -0.55822  0.628
N -1.43937 -0.49644 1.95627  0.165
N -1.93100 -0.55809 -0.31012  0.126
N 0.33452 -0.53229 0.42751  0.142
C -0.53360 -0.36846 2.85976  -0.090
C -3.85533 0.86634 -0.71642  -0.125
C 1.13804 -0.54523 1.40285  -0.518
C 0.84533 -0.53302 2.70130  -0.049
C -4.01319 1.98370 -1.16554  0.134
C -3.36557 -0.32112 -0.02843  -0.170
C 4.03701 -1.07211 -1.76294  -0.458
C -1.01327 -0.56572 0.67066  -0.328
H -1.66155 -0.79001 -1.23135  0.143
H 4.71742 -0.77769 -2.63501  0.097
H 3.09522 -1.20693 -2.04736  -0.025
H -4.12391 -1.05706 -0.32101  0.134
H -1.04320 -0.18373 3.73378  0.113
H 4.66655 -2.00056 -1.55215  0.090
H -3.58528 0.02084 0.93520  0.099
H -4.37924 2.93958 -1.40946  0.026
H 0.10069 3.92473 1.15589  -0.281
H 1.66584 -0.49804 3.38643  0.112

Output
- net charge = +1
- energy relative to the best compared isomer or geometry (same formula, charge and spin) (kJ/mol) = 78.5
- Kohn-Sham gap (eV) = 7.24

---

(3)
Below is C31H46N4OPtSi2 as an isolated structure, with properties calculated with ωB97M-V/def2-TZVPD.

Each line ends with the Löwdin charge.
Element x y z (Å)
Pt 0.63467 -0.14333 0.41618  1.229
Si -0.34661 -0.04558 3.48154  0.385
Si 3.50040 -0.02568 -1.09914  0.378
O -3.14029 0.21666 -1.53378  0.069
N 0.98295 0.07125 2.34463  -0.272
N -1.95100 -1.46174 -0.45267  -0.082
N -2.27934 1.95254 -0.26380  0.154
N 2.63916 -0.00588 0.42039  -0.269
C -4.57073 2.01891 -0.97054  0.067
C -5.61598 -3.71523 -0.03016  -0.556
C -2.46509 3.14358 0.30780  -0.103
C 2.31118 -0.14221 2.72750  -0.331
C -4.31078 -2.95728 -0.19059  -0.140
C -6.45447 -3.59643 -1.31046  -0.044
C 2.29589 0.27537 -2.50323  -0.208
C -3.12113 -0.94990 -0.86632  -0.245
C -4.77010 3.25514 -0.37217  -0.153
C 5.02006 -0.54510 3.23118  -0.116
C -3.67062 3.81842 0.28282  0.000
C 4.57747 -0.39908 1.92585  -0.057
C -1.93486 -2.71648 0.05732  -0.027
C -0.26349 1.35547 4.72895  -0.169
C -0.72487 -0.76630 -0.48946  -0.334
C 2.76948 -0.27413 4.03520  -0.067
C 4.76822 1.36181 -1.12317  -0.172
C -6.00196 4.97902 -1.64773  -0.036
C -0.34343 -1.71764 4.34370  -0.166
C -2.01443 0.09566 2.63964  -0.180
C 3.22347 -0.19492 1.65891  -0.341
C 4.34519 -1.67905 -1.38680  -0.173
C -3.31392 1.43748 -0.86335  -0.288
C -7.25704 3.02241 -0.73647  -0.062
C -5.36794 -5.19589 0.26167  -0.059
C -3.07092 -3.46419 0.20791  0.028
C -6.39812 4.76528 0.81350  -0.053
C -6.39026 -3.09369 1.14156  -0.031
C -6.10086 3.99192 -0.47560  -0.558
C 4.11759 -0.48198 4.28541  -0.116
C -4.28954 -1.68534 -0.73277  0.091
H -6.52934 -2.02207 0.99685  0.085
H -3.73882 4.77987 0.76891  0.108
H -5.86106 -3.23956 2.08346  0.092
H -4.90984 -5.34644 1.23928  0.085
H 4.80706 -1.70106 -2.37601  0.027
H 6.07206 -0.70768 3.42641  0.093
H -5.87380 -3.86129 -2.19471  0.096
H 5.29147 1.38037 -2.08136  0.026
H -5.72597 4.46478 -2.56905  0.091
H -1.18136 -1.78731 5.04059  0.028
H -2.14943 -0.66619 1.87836  -0.009
H -6.96175 5.47216 -1.80464  0.088
H -6.40210 4.10492 1.68208  0.096
H -7.30896 -4.26954 -1.25132  0.087
H 0.62570 1.32908 5.35584  0.017
H 1.82355 -0.64729 -2.84069  0.018
H 3.61422 -2.48740 -1.33727  0.027
H 1.49626 0.96139 -2.21734  0.002
H 2.08051 -0.21646 4.86546  0.072
H -0.46315 -2.50179 3.59208  0.023
H -5.67531 5.55939 0.99418  0.074
H -2.78263 -0.05171 3.40394  0.036
H -5.18778 -1.20319 -1.08927  0.130
H -7.38057 5.23282 0.73882  0.086
H 2.83135 0.71611 -3.34590  0.025
H 5.51566 1.26770 -0.33760  0.016
H -5.25158 5.74500 -1.45081  0.088
H -4.72749 -5.65479 -0.49264  0.094
H 0.57178 -1.93109 4.89200  0.020
H -6.31725 -5.73024 0.26184  0.088
H -5.34834 1.50329 -1.51200  0.115
H -0.26272 2.31017 4.20073  0.030
H 5.12191 -1.89042 -0.65269  0.017
H -2.96540 -4.44715 0.63824  0.116
H 4.26966 2.32276 -0.99080  0.031
H -0.95361 -3.04958 0.36644  0.135
H -7.20212 2.57794 -1.73048  0.079
H -1.13587 1.33126 5.38525  0.028
H -8.20295 3.56136 -0.67550  0.086
H -6.84359 -2.58814 -1.45040  0.078
H 5.28992 -0.43739 1.11451  0.076
H 4.46184 -0.60016 5.30484  0.092
H -1.60154 3.56526 0.80847  0.119
H -7.27898 2.21782 -0.00005  0.091
H -2.17400 1.06878 2.17732  0.009
H -7.37378 -3.55679 1.22559  0.091

Output
- energy relative to the best compared isomer or geometry (same formula, charge and spin) (kJ/mol) = 391.5
- Kohn-Sham gap (alpha / beta) (eV) = 5.28 / 5.28